Molecular formula: C33H30CsFN7OPS
Method: DFT, ωB97M-V/def2-TZVPD

Summary:
E, hartree: -2593.66114
HOMO-LUMO gap, eV: 5.842
HOMO level, eV: -1.9
E_LUMO, eV: 3.929

ORCA input file:
```
! RIJCOSX wB97M-V def2-TZVPD def2/J DEFGRID3
* xyz -2 1
Cs 0.33574 -0.38943 -0.81849
N -1.02832 -4.63420 -4.84615
C -0.86768 -4.77936 -3.45821
S -2.35231 -4.95153 -2.57814
N 0.38102 -4.81684 -3.09432
N 0.69460 -4.87922 -1.74888
C 0.30447 -3.91826 -1.01610
C 0.60627 -3.92880 0.43344
C 1.14775 -5.05693 1.05074
C 1.40304 -5.00626 2.40723
C 1.11470 -3.84508 3.11041
C 0.57629 -2.77432 2.41711
N 0.32313 -2.81451 1.11269
H -1.87978 -5.05128 -5.18264
H -0.18684 -4.85084 -5.36056
H -0.25868 -3.07386 -1.40935
H 1.35038 -5.92923 0.44603
H 1.83133 -5.86283 2.91533
H 1.32644 -3.75525 4.16716
H 0.36288 -1.83590 2.91595
C -6.67507 3.05500 1.87100
C -5.81092 2.56073 2.83734
C -4.50489 2.23010 2.49814
C -4.01613 2.39444 1.20323
C -4.90144 2.89900 0.24670
C -6.21364 3.21993 0.57077
P -2.19039 1.93548 0.94741
C -2.28475 1.76034 -0.89297
C -1.68018 2.63556 -1.79234
C -1.78442 2.42402 -3.16091
C -2.47168 1.32316 -3.65453
C -3.06672 0.43452 -2.77039
C -2.97622 0.66026 -1.40319
C -1.55716 3.65740 1.18042
C -2.13672 4.86228 1.47462
C -1.28930 5.99220 1.62287
C 0.07417 5.90815 1.48785
C 0.69858 4.66774 1.19055
C 2.08604 4.42076 1.03526
C 2.51415 3.14724 0.73790
C 1.60373 2.07406 0.56005
C 0.24171 2.23634 0.70885
C -0.14996 3.55678 1.02882
H -7.69899 3.30324 2.12627
H -6.15552 2.42145 3.85622
H -3.84298 1.82838 3.26021
H -4.56025 3.04471 -0.77203
H -6.87791 3.60562 -0.19510
H -1.11952 3.48217 -1.41725
H -1.30554 3.11506 -3.84485
H -2.52774 1.14740 -4.72191
H -3.57938 -0.44810 -3.13236
H -3.43913 -0.03982 -0.71503
H -3.20981 4.96671 1.59171
H -1.73855 6.95477 1.84686
H 0.68080 6.80211 1.60406
H 2.79811 5.23273 1.14988
H 3.57774 2.96064 0.62323
H 2.02116 1.09556 0.32082
C 6.35543 -3.14360 -0.69883
N 5.22443 -2.73663 0.08242
C 5.19869 -2.83604 1.51704
C 4.06536 -1.85754 1.87184
O 3.68052 -1.70063 3.01885
N 3.62324 -1.24631 0.74197
C 4.35689 -1.71925 -0.27716
N 4.28605 -1.26583 -1.50683
H 6.70837 -4.11253 -0.34364
H 7.19135 -2.43080 -0.65033
H 6.07845 -3.27600 -1.74459
H 6.13454 -2.50613 1.98346
H 4.95922 -3.84104 1.87214
H 3.34235 -0.69477 -1.88447
H 4.77286 -1.80458 -2.20411
F 2.30657 -0.20251 -2.34919
*
```

Löwdin population analysis, charges in e, atoms 1 to 8: atom 1 (Cs): 1.22, atom 2 (N): -0.02, atom 3 (C): -1.01, atom 4 (S): 0.31, atom 5 (N): -0.06, atom 6 (N): 0.00, atom 7 (C): -0.20, atom 8 (C): -0.27

Molecular formula: C33H30IO3
Method: DFT, ωB97M-V/def2-TZVPD

Summary:
E, hartree: -1798.52974
HOMO-LUMO gap, eV: 5.765
HOMO level, eV: -11.2
E_LUMO, eV: -5.482

ORCA input file:
```
! RIJCOSX wB97M-V def2-TZVPD def2/J DEFGRID3
* xyz 1 1
C -2.38415 4.94790 2.46095
C -1.00489 4.82635 2.65121
C -0.13148 4.93544 1.56737
C -0.67291 5.07268 0.28842
O 0.10234 4.85732 -0.86126
C 0.68691 3.60611 -1.03408
C 0.25738 2.84573 -2.12997
C 0.55320 1.49880 -2.15248
C 1.31171 0.86590 -1.12067
C 1.53369 -0.55827 -1.22106
C 2.81201 -1.18271 -1.04034
C 3.03241 -2.42583 -1.71235
C 4.14562 -3.20441 -1.45468
C 5.10792 -2.76307 -0.54390
C 4.96890 -1.50367 0.05197
C 3.88164 -0.68918 -0.24889
C 1.79904 1.70092 -0.08492
C 1.58024 3.07141 -0.10270
C -2.03621 5.31603 0.09238
C -2.89472 5.20734 1.18446
H -3.06053 4.85234 3.31298
H -0.58959 4.64465 3.64373
H 0.94762 4.88050 1.70354
H -0.35254 3.31512 -2.90264
H 0.21297 0.88983 -2.99456
H 0.88277 -1.05618 -1.92752
H 2.29184 -2.74586 -2.44622
H 4.24835 -4.16739 -1.95524
H 5.97107 -3.39059 -0.31531
H 5.72870 -1.14658 0.75239
H 3.85329 0.32891 0.13674
H 2.33813 1.27025 0.75855
H 2.05888 3.72104 0.62977
H -2.39602 5.52260 -0.91528
H -3.96771 5.32818 1.02997
C -4.27210 -0.98633 -2.39081
C -2.93162 -1.30225 -1.73820
C -2.27668 -0.00664 -1.26395
C -3.12530 -2.23303 -0.53263
C -1.80042 -2.65205 0.11632
O -1.84733 -3.12715 1.25043
C -0.54057 -2.48044 -0.67748
I 0.90266 -3.79982 0.12586
C 0.91790 -2.83532 2.03865
C 0.47217 -3.55185 3.14401
C 0.46389 -2.93325 4.40043
C 0.89323 -1.60699 4.52734
C 1.30367 -0.88708 3.39984
C 1.30317 -1.50528 2.14037
C -0.73204 -2.61325 -2.13086
O 0.13522 -3.08674 -2.87829
C -2.03346 -2.06952 -2.73313
H -4.76666 -1.90452 -2.72724
H -4.93143 -0.47623 -1.67960
H -4.12605 -0.33241 -3.25783
H -1.30522 -0.20772 -0.79732
H -2.12702 0.68279 -2.10427
H -2.92454 0.47905 -0.51955
H -3.74886 -1.74260 0.22849
H -3.65934 -3.13966 -0.87048
H 0.11323 -4.57078 3.02520
H 0.11402 -3.49113 5.26995
H 0.90123 -1.12853 5.50921
H 1.62293 0.15407 3.48375
H 1.58936 -0.95391 1.24535
H -2.60703 -2.93566 -3.10818
H -1.79291 -1.42741 -3.59570
*
```

Löwdin population analysis, charges in e, atoms 1 to 8: atom 1 (C): -0.08, atom 2 (C): -0.07, atom 3 (C): -0.02, atom 4 (C): -0.24, atom 5 (O): 0.02, atom 6 (C): -0.19, atom 7 (C): 0.04, atom 8 (C): 0.00

Molecular formula: C33H31AsBrIN5O7STi
Method: DFT, ωB97M-V/def2-TZVPD

Summary:
E, hartree: -8431.96244
HOMO-LUMO gap, eV: 3.570
HOMO level, eV: -2.1
E_LUMO, eV: 1.445

ORCA input file:
```
! RIJCOSX wB97M-V def2-TZVPD def2/J DEFGRID3
* xyz -1 1
Ti -0.37609 0.27762 0.11436
Br -6.19100 1.38662 -3.73118
C -4.45804 0.92578 -3.09843
C -3.34000 1.34106 -3.81140
C -2.08389 1.02059 -3.33502
C -1.91672 0.30466 -2.14604
O -0.70911 0.04853 -1.68261
C -3.08009 -0.13030 -1.44252
C -2.96533 -0.91919 -0.24786
N -1.82142 -1.35729 0.16334
C -1.71908 -2.21035 1.26618
C -2.38862 -1.97543 2.45055
C -2.17820 -2.79923 3.56282
C -1.36855 -3.90103 3.48111
C -0.73618 -4.22624 2.26525
C 0.03018 -5.39924 2.09093
C 0.54846 -5.68315 0.85593
C 0.34698 -4.76124 -0.18412
N -0.31429 -3.63695 -0.05388
C -0.88385 -3.36310 1.14096
C -4.34562 0.20368 -1.93608
H -3.45243 1.92220 -4.71588
H -1.19949 1.36328 -3.86312
H -3.88514 -1.23232 0.25156
H -3.00955 -1.09181 2.52273
H -2.66391 -2.55832 4.49915
H -1.20459 -4.53935 4.34124
H 0.17977 -6.06499 2.93304
H 1.10386 -6.59334 0.67501
H 0.73450 -4.96965 -1.17685
H -5.22327 -0.09999 -1.38080
C 1.43709 0.49999 5.06745
C 1.43377 -0.12878 3.81549
N 1.49309 0.51611 2.67499
C 1.47346 1.86020 2.69135
C 1.58740 2.58899 3.90204
C 1.56927 1.86020 5.10609
C 1.71453 4.00071 3.88290
C 1.66460 4.67257 2.71123
C 1.41989 3.99404 1.48419
C 1.25904 4.71197 0.28948
C 0.96199 4.03299 -0.86168
C 0.82188 2.65487 -0.81887
N 0.98970 1.92413 0.29413
C 1.29402 2.58615 1.44996
H 1.37606 -0.09147 5.97099
H 1.37499 -1.21027 3.75464
H 1.63575 2.39517 6.04574
H 1.82500 4.52278 4.82499
H 1.74899 5.75133 2.68568
H 1.35955 5.78966 0.29645
H 0.83172 4.54439 -1.80540
H 0.59598 2.10338 -1.72313
C 3.79362 0.00279 0.56584
As 2.40222 -1.31172 0.19744
C 2.76444 -2.48595 -1.32329
C 2.84842 -2.60941 1.63103
O 0.78665 -1.00342 0.39832
H 4.67537 -0.24429 -0.02396
H 4.01770 -0.03557 1.63140
H 3.41710 0.98032 0.28667
H 3.06105 -3.47357 -0.96896
H 3.52862 -2.05733 -1.96860
H 1.82638 -2.54875 -1.86979
H 3.77974 -3.12577 1.39684
H 2.03834 -3.33332 1.70590
H 2.95460 -2.10027 2.58642
O -3.32009 1.25580 1.66002
S -1.95228 1.67094 1.47327
O -1.01316 0.51346 1.83836
O -1.62333 1.76959 -0.00417
O -1.55230 2.86072 2.17153
N 1.40804 -0.68465 -3.58061
C 2.24482 0.17555 -2.85463
O 2.13953 0.17655 -1.55592
C 3.13040 0.96417 -3.53778
I 1.39055 3.12398 -4.47896
H 0.57268 -0.91475 -3.06480
H 1.24478 -0.41094 -4.53715
H 3.34514 0.78120 -4.57638
H 3.82993 1.56203 -2.97420
*
```

Löwdin population analysis, charges in e, atoms 1 to 8: atom 1 (Ti): 1.05, atom 2 (Br): 0.70, atom 3 (C): -0.68, atom 4 (C): -0.09, atom 5 (C): 0.02, atom 6 (C): -0.29, atom 7 (O): -0.16, atom 8 (C): -0.13

Molecular formula: C33H31AsF3N7RuS2
Method: DFT, ωB97M-V/def2-TZVPD

Summary:
E, hartree: -5085.82044
HOMO-LUMO gap (alpha / beta), eV: 7.772 / 6.788
HOMO level (alpha / beta), eV: -10.2 / -10.7
E_LUMO (alpha / beta), eV: -2.397 / -3.920

ORCA input file:
```
! RIJCOSX wB97M-V def2-TZVPD def2/J DEFGRID3
* xyz 1 6
Ru 0.09993 0.58873 0.41001
F 5.73519 -1.42106 -2.15843
C 4.61554 -0.69739 -2.00764
F 3.82502 -0.96028 -3.05837
F 4.96416 0.59695 -2.08000
C 3.93330 -1.01357 -0.70241
C 4.46796 -1.94813 0.16805
C 3.82929 -2.22381 1.36934
C 2.65545 -1.55455 1.64984
N 2.13761 -0.65345 0.81531
C 2.75161 -0.36454 -0.34144
S 1.88873 0.85589 -1.24568
H 5.38740 -2.45259 -0.09475
H 4.23780 -2.92602 2.08033
H 2.12153 -1.71553 2.57770
S -2.78373 1.87838 -3.18263
C -1.86024 3.32513 -2.91933
C -1.98293 4.57003 -3.52886
C -1.12208 5.57253 -3.12787
C -0.14951 5.34317 -2.14626
C -0.02619 4.10859 -1.54339
C -0.89961 3.09353 -1.93074
N -0.92614 1.80879 -1.41791
C -1.84050 1.06898 -1.97080
C -2.04704 -0.32206 -1.55379
C -2.94635 -1.15345 -2.21450
C -3.10163 -2.46764 -1.80416
C -2.35558 -2.95104 -0.73828
C -1.45750 -2.11763 -0.07981
C -1.29066 -0.79055 -0.46500
H -2.72662 4.74676 -4.29401
H -1.19437 6.54935 -3.58637
H 0.52011 6.14513 -1.86618
H 0.73481 3.90817 -0.79925
H -3.51820 -0.78276 -3.05792
H -3.79554 -3.11666 -2.32075
H -2.46740 -3.98052 -0.42286
H -0.87572 -2.52429 0.74160
C -2.90967 3.69104 0.59210
As -1.88798 2.32338 1.52416
C -3.34240 1.06892 1.86634
C -1.69254 3.14168 3.28074
H -3.79423 3.94229 1.17668
H -3.21944 3.29771 -0.37575
H -2.30750 4.58314 0.43067
H -4.03809 1.47994 2.59708
H -2.95634 0.11625 2.22112
H -3.86536 0.89439 0.92616
H -2.65826 3.50178 3.63316
H -0.99731 3.97817 3.22058
H -1.30792 2.40238 3.98294
C 2.22706 2.18050 2.90815
C 1.24112 1.20039 3.43335
N 0.36646 0.52894 2.71625
C -0.31315 -0.30857 3.58148
C 0.16139 -0.13126 4.83645
N 1.12834 0.84939 4.73916
C 2.07590 1.18213 5.76802
N 3.20356 0.26809 5.72398
N 3.41443 -0.52267 4.64587
N 4.47709 -1.20905 4.82364
C 5.01133 -0.87814 6.05045
C 6.15673 -1.34450 6.70345
C 6.43156 -0.81226 7.93940
C 5.59563 0.16297 8.52695
C 4.46579 0.63208 7.89841
C 4.19307 0.08279 6.64145
H 2.22298 2.13623 1.81965
H 3.23448 1.93952 3.24979
H 1.98506 3.19878 3.21871
H -1.08504 -0.97602 3.23736
H -0.08900 -0.59681 5.77374
H 1.58971 1.10203 6.73974
H 2.41351 2.20987 5.63108
H 6.79108 -2.09022 6.24481
H 7.30757 -1.14210 8.48050
H 5.85631 0.55247 9.50186
H 3.83485 1.38216 8.35628
*
```

Löwdin population analysis, charges in e, atoms 1 to 8: atom 1 (Ru): 1.14, atom 2 (F): 0.14, atom 3 (C): -0.61, atom 4 (F): 0.14, atom 5 (F): 0.14, atom 6 (C): -0.11, atom 7 (C): 0.02, atom 8 (C): -0.03